Entry 1:
Formula: C6H13N5
Source: the OMol25 dataset
Level of theory: ωB97M-V/def2-TZVPD

Element x y z (Å)
C (-0.07325, -2.17326, -0.06080)
N (-0.01499, -0.74681, -0.26446)
C (-0.83083, -0.15975, -1.20183)
N (-1.74111, -0.96054, -1.88782)
N (-0.84405, 1.09546, -1.53791)
C (0.07789, 1.81330, -0.83193)
N (0.22511, 3.05058, -1.44409)
N (0.75862, 1.50948, 0.19033)
C (0.56968, 0.23276, 0.78216)
C (1.90330, -0.37892, 1.29181)
C (-0.49664, 0.30890, 1.86414)
H (-0.13672, -2.63844, -1.02351)
H (0.90783, -2.52619, 0.26450)
H (-0.84378, -2.50021, 0.68164)
H (-2.34571, -1.60165, -1.23854)
H (-2.37907, -0.36420, -2.38494)
H (1.07895, 3.52587, -1.20133)
H (-0.04101, 2.96722, -2.45860)
H (2.46760, -0.63887, 0.38414)
H (1.77565, -1.24936, 1.92829)
H (2.42425, 0.37923, 1.80870)
H (-0.64830, -0.68000, 2.32414)
H (-0.34017, 1.06588, 2.65988)
H (-1.45322, 0.66950, 1.35606)

As for the calculated total energy: -510.22019 Ha. Its structure (SMILES) is CN1C(N)=NC(N)=NC1(C)C. The value obtained for the energy above the lowest of the compared OMol25 structures with the same formula, charge and spin is 0.0508 eV. Its net charge is 0. For the LUMO energy, the calculation gives 0.0278 Eh. For the HOMO-LUMO gap, the calculation gives 0.333 Ha.

---

Entry 2:
Formula: C6H13N5
Source: the OMol25 dataset
Level of theory: ωB97M-V/def2-TZVPD

Element x y z (Å)
C (-2.32383, 0.70370, -0.35802)
N (-0.90690, 0.33939, -0.21678)
C (0.02916, 1.29566, 0.03187)
N (-0.46555, 2.59487, -0.01061)
N (1.28655, 1.11213, 0.25832)
C (1.66573, -0.16935, -0.14160)
N (3.00504, -0.25692, -0.24962)
N (0.88872, -1.18081, -0.35389)
C (-0.47419, -1.06413, 0.05748)
C (-1.30709, -1.97327, -0.80036)
C (-0.60282, -1.32217, 1.65882)
H (-2.40595, 1.61672, -0.90846)
H (-2.84954, -0.03480, -1.02793)
H (-2.83916, 0.74740, 0.64298)
H (-1.31958, 2.76780, 0.49817)
H (0.23138, 3.22613, 0.25099)
H (3.28256, -1.15215, -0.65318)
H (3.56940, 0.56720, -0.28739)
H (-1.37961, -1.57908, -1.81672)
H (-2.35858, -2.21461, -0.45683)
H (-0.67102, -2.92937, -0.95792)
H (-1.60644, -1.05114, 2.08067)
H (-0.41958, -2.35596, 1.86108)
H (0.18924, -0.69136, 2.09351)

As for the calculated total energy: -510.22206 Ha. Its structure (SMILES) is CN1C(N)=NC(N)=NC1(C)C. The value obtained for the energy above the lowest of the compared OMol25 structures with the same formula, charge and spin is 0.0000 eV. Its net charge is 0. For the LUMO energy, the calculation gives 0.0297 Eh. For the HOMO-LUMO gap, the calculation gives 0.332 Ha.

---

Entry 3:
Formula: C6H13NO
Source: the OMol25 dataset
Level of theory: ωB97M-V/def2-TZVPD

Element x y z (Å)
C (-2.01324, -0.87091, 1.35945)
C (-1.88151, 0.45932, 0.61428)
N (-1.03776, 0.37853, -0.52918)
C (0.39014, 0.89146, -0.50601)
C (0.78135, 1.30126, 0.95307)
O (1.34960, 0.46924, 1.61332)
C (1.34018, 0.16882, -1.39866)
C (2.15589, -1.04691, -0.96347)
H (-1.06739, -1.41487, 1.21891)
H (-2.41192, -0.92896, 2.35592)
H (-2.58850, -1.63632, 0.78862)
H (-2.78170, 1.05524, 0.36640)
H (-1.50692, 1.14500, 1.39234)
H (-1.04790, -0.51252, -1.00193)
H (0.24167, 1.90448, -0.89186)
H (0.38838, 2.23209, 1.44102)
H (1.95996, 0.85788, -2.01134)
H (0.69920, -0.17888, -2.24342)
H (2.51677, -0.91161, 0.06161)
H (1.57191, -1.97898, -0.97975)
H (2.94178, -1.38333, -1.63932)

As for the calculated total energy: -366.32717 Ha. Its structure (SMILES) is CCN[C@@H](C=O)CC. The value obtained for the energy above the lowest of the compared OMol25 structures with the same formula, charge and spin is 2.9044 eV. Its net charge is 0. For the LUMO energy, the calculation gives 0.0348 Eh. For the HOMO-LUMO gap, the calculation gives 0.347 Ha.

---

Entry 4:
Formula: C6H13NO
Source: the OMol25 dataset
Level of theory: ωB97M-V/def2-TZVPD

Element x y z (Å)
C (-0.06874, 3.66677, 0.74110)
C (-0.33420, 2.18328, 0.80773)
C (-1.58887, 1.74147, 0.68829)
N (-2.04789, 0.42867, 0.61758)
H (-0.91094, 4.19663, 0.31240)
H (0.16273, 4.08469, 1.72417)
H (0.81500, 3.85998, 0.12627)
H (0.50046, 1.49777, 0.88929)
H (-2.37848, 2.45847, 0.48531)
H (-3.00325, 0.26084, 0.87001)
H (-1.40762, -0.28501, 0.93464)
C (-0.21806, -1.49913, -1.46386)
C (0.79522, -1.73807, -0.63968)
C (1.43642, -3.09549, -0.54068)
O (2.85514, -2.94418, -0.61428)
H (-0.75329, -0.56362, -1.52624)
H (-0.46574, -2.27775, -2.17822)
H (1.18171, -0.96502, 0.00452)
H (1.12057, -3.58709, 0.38432)
H (1.06286, -3.68503, -1.38552)
H (3.24697, -3.73816, -0.23716)

As for the calculated total energy: -366.34348 Ha. Its structure (SMILES) is C/C=C/N.C=CCO. The value obtained for the energy above the lowest of the compared OMol25 structures with the same formula, charge and spin is 2.4605 eV. Its net charge is 0. For the LUMO energy, the calculation gives 0.0342 Eh. For the HOMO-LUMO gap, the calculation gives 0.324 Ha.

---

Entry 5:
Formula: C6H13NO
Source: the OMol25 dataset
Level of theory: ωB97M-V/def2-TZVPD

Element x y z (Å)
C (1.70989, 2.70847, -0.76821)
C (0.96463, 1.40935, -0.84171)
C (-0.07806, 1.22711, -1.67191)
N (-0.50002, 0.01392, -2.22666)
H (1.19130, 3.53029, -1.25764)
H (1.86835, 2.98842, 0.27788)
H (2.68886, 2.61391, -1.24457)
H (1.32642, 0.56428, -0.26441)
H (-0.58604, 2.13075, -1.99136)
H (-1.51549, 0.03626, -2.29356)
H (-0.28217, -0.80985, -1.67425)
C (0.07531, -0.20440, 2.75687)
C (0.06549, -1.15138, 1.58517)
C (-0.98974, -1.45343, 0.83404)
O (-1.13232, -2.68283, 0.23060)
H (-0.29144, 0.78207, 2.45404)
H (-0.51633, -0.57270, 3.58737)
H (1.10801, -0.10635, 3.09951)
H (1.01338, -1.53666, 1.21390)
H (-1.83378, -0.78052, 0.68089)
H (-1.95186, -2.69981, -0.26850)

As for the calculated total energy: -366.32346 Ha. Its structure (SMILES) is C/C=C/N.C/C=C/O. The value obtained for the energy above the lowest of the compared OMol25 structures with the same formula, charge and spin is 3.0052 eV. Its net charge is 0. For the LUMO energy, the calculation gives 0.0227 Eh. For the HOMO-LUMO gap, the calculation gives 0.316 Ha.

---

Entry 6:
Formula: C6H13NO
Source: the OMol25 dataset
Level of theory: ωB97M-V/def2-TZVPD

Element x y z (Å)
C (-2.95135, -0.69801, 0.96663)
C (-1.62950, -0.57011, 0.20466)
N (-0.84338, 0.48805, 0.76128)
C (2.81013, -0.01901, -0.01830)
C (1.39813, -0.45828, 0.38287)
C (0.31117, 0.65671, 0.23760)
C (0.25372, 1.08960, -1.54100)
O (1.36100, 1.38127, -1.97343)
H (-3.22272, 0.30846, 1.27122)
H (-3.70719, -1.32603, 0.50119)
H (-2.73543, -1.19749, 1.91858)
H (-1.88185, -0.23002, -0.82423)
H (-1.15425, -1.53921, 0.03106)
H (-0.29595, 0.23409, -1.97841)
H (3.21809, -0.59936, -0.83936)
H (3.46447, 0.02570, 0.84198)
H (2.71724, 0.97333, -0.46897)
H (1.39047, -0.67016, 1.45028)
H (1.12961, -1.34851, -0.17600)
H (0.79639, 1.55038, 0.64532)
H (-0.42881, 1.94860, -1.39295)

As for the calculated total energy: -366.25238 Ha. The value obtained for the energy above the lowest of the compared OMol25 structures with the same formula, charge and spin is 4.9394 eV. Its net charge is 0. For the LUMO energy, the calculation gives -0.0482 Eh. For the HOMO-LUMO gap, the calculation gives 0.293 Ha.